C5H11NOS in the gas phase in a non-equilibrium geometry. Source: the Open Molecules 2025 dataset; level of theory: ωB97M-V with the def2-TZVPD basis set.

XYZ file:
```
19
C5H11NOS (ωB97M-V with the def2-TZVPD basis set)
S -0.6243 -0.5545 -0.9622
O -1.6735 0.9249 -1.8007
N 0.9030 -0.0187 -1.3306
C -0.8210 1.2861 1.0536
C -1.2478 -1.4561 1.5238
C 1.1742 0.2108 -2.7308
C 0.2209 -1.1115 1.4398
C -0.6181 -0.2365 0.7457
H -1.1638 1.5639 2.0166
H 0.9363 -1.7162 1.0872
H 0.1679 1.6634 0.9470
H 0.5678 -0.6461 2.3751
H -1.7085 -2.2617 1.0984
H 0.9291 0.8799 -0.8832
H 2.1770 0.5155 -3.1456
H 1.1048 -0.7909 -3.0566
H -1.6960 -1.3423 2.5193
H 0.4906 0.9264 -3.1247
H -1.4660 1.4825 0.2256
```

LUMO energy   0.5 eV
HOMO-LUMO gap   9.4 eV
Calculated total energy   -725.08030 a.u.
Net charge   0

Now the Löwdin charges, all in e: 1.14 -0.54 -0.34 -0.02 -0.05 -0.16 -0.18 -0.67 0.08 0.07 0.07 0.13 0.06 0.07 0.10 0.06 0.11 0.06 0.03



C18H20CaN3S6Se2 as an isolated structure. Source: the Open Molecules 2025 dataset; level of theory: ωB97M-V with the def2-TZVPD basis set.

XYZ file:
```
50
C18H20CaN3S6Se2 (ωB97M-V with the def2-TZVPD basis set)
Se -2.7818 1.5921 1.2090
Se -0.4290 2.3832 -1.2909
Ca -0.2095 -0.0240 0.6066
S 1.4388 2.0644 1.9799
S 3.8551 1.8202 3.4708
S 3.6273 -3.1231 1.3585
S -0.0901 -0.0652 3.3658
S 2.8494 -0.3246 5.2917
S 3.8306 3.5347 1.0163
N 0.7954 -3.2795 -2.4280
N 1.7421 -1.5629 0.6846
N -0.2256 -1.6669 -1.2937
C -2.0764 2.9530 2.4133
C -3.1234 2.7679 -0.3304
C -2.1505 -1.3913 -2.9117
C -1.9948 -2.8698 -4.8317
C 1.8089 -2.5457 -0.2762
C 0.8024 -2.4913 -1.3303
C 2.6405 -1.7608 1.6087
C -0.9592 -1.9414 -2.4443
C -2.3558 2.4317 -1.5951
C 2.7771 -3.4777 -0.0762
C 2.5162 0.7934 3.9823
C -0.8207 -3.4343 -4.3769
C 3.1379 2.4795 2.0393
C -2.6537 -1.8643 -4.1060
C 1.3738 0.8744 3.2672
C 1.6960 0.2582 6.5575
C -0.3255 -2.9502 -3.1727
C 0.1071 2.0427 -3.1279
H -2.8839 3.6361 2.6596
H -0.3329 1.1157 -3.4873
H 3.0104 -4.3495 -0.6648
H -2.4222 -3.2140 -5.7632
H -0.1934 2.8829 -3.7473
H -3.5805 -1.4603 -4.4896
H -2.6773 1.4768 -2.0074
H 1.1916 1.9670 -3.1229
H -1.7294 2.4286 3.2998
H 2.7515 -1.1235 2.4745
H 1.8560 -0.3802 7.4245
H -4.1912 2.7091 -0.5356
H -1.2482 3.4772 1.9442
H 0.6705 0.1550 6.2137
H -0.3173 -4.2158 -4.9297
H -2.6816 -0.6362 -2.3470
H -2.9066 3.7762 0.0175
H 1.4980 -3.9560 -2.6732
H -2.5361 3.2000 -2.3472
H 1.9200 1.2884 6.8219
```

LUMO energy   -2.9 eV
HOMO-LUMO gap   6.9 eV
Calculated total energy   -8731.71191 a.u.
Net charge   +1

Now the Löwdin charges, all in e: 0.86 0.87 0.92 0.79 0.93 1.12 0.44 0.81 0.60 0.19 -0.07 0.06 -0.38 -0.54 -0.02 -0.07 -0.32 -0.27 -0.42 -0.22 -0.54 -0.32 -1.04 0.00 -1.49 -0.07 -1.17 -0.37 -0.17 -0.36 0.03 0.02 0.08 0.11 0.03 0.11 0.04 0.03 0.00 0.05 0.04 0.07 0.01 0.01 0.12 0.10 0.07 0.17 0.08 0.05



C39H44BN6O8RuS3 as an isolated structure in a non-equilibrium geometry. Source: the Open Molecules 2025 dataset; level of theory: ωB97M-V with the def2-TZVPD basis set.

XYZ file:
```
102
C39H44BN6O8RuS3 (ωB97M-V with the def2-TZVPD basis set)
Ru 0.3317 -1.6673 2.3417
S 2.6229 -0.6300 2.7121
S 1.8547 -3.1073 1.1976
S -1.0171 0.3158 2.8706
O 0.6977 -0.7786 4.6449
O -1.8886 -2.4261 2.0111
O -0.6163 -2.3303 0.2592
O -0.4365 -3.2216 8.5742
O -0.2460 -5.0931 6.2764
O 0.7369 -0.6457 7.6583
O 0.0396 -3.3077 3.8500
O -4.0709 -3.8651 1.9806
N 1.3765 1.0797 1.2234
N -0.7690 0.2108 0.2617
N 1.8367 -0.1229 -1.4005
N -1.0672 0.2869 -1.0264
N 1.5730 -0.9222 -0.3430
N 0.9887 2.2257 0.6710
C 2.1227 -2.1393 -0.1724
C 0.1195 -3.0223 5.0518
C 1.5148 5.8689 1.1419
C 1.4548 3.3427 1.1606
C 3.2726 1.8075 -2.9035
C -3.3184 0.6415 -0.3864
C 0.4052 -1.5719 6.9703
C -4.0564 0.7768 -3.1774
C 2.7199 2.1478 2.8277
C -4.6980 -4.8333 -0.0605
C 0.9464 4.6132 0.4842
C 3.6873 -3.9491 -1.0310
C 0.4374 -1.6666 5.4704
C 2.3254 3.3282 2.2760
C -2.7022 -3.4732 0.0312
C -0.5866 4.6356 0.5749
C -0.0921 -2.9517 7.4629
C -2.3114 0.5089 -1.3646
C -4.5025 -5.0173 -1.4136
C -2.0197 -0.5958 -3.5864
C 2.2259 0.9610 2.2210
C 3.0202 -2.6148 -1.1810
C -2.5680 0.6442 -2.8633
C -1.6334 0.4072 1.2548
C -3.4226 -4.4247 -2.0718
C -4.0155 0.7252 2.0296
C -3.8127 -4.0440 0.6744
C -1.6839 -2.7140 0.7997
C 3.2505 -1.8144 -2.2462
C -2.9952 0.6232 0.9387
C 3.5653 2.0584 4.0608
C -2.5262 -3.6709 -1.3397
C 2.6433 -0.5361 -2.3295
C -0.1041 -3.9019 6.2441
C 2.9037 0.4349 -3.4822
C -1.8506 1.9193 -3.3378
C 1.6101 0.5564 -4.2981
C 4.0305 -0.0492 -4.3921
C 1.3616 4.5805 -0.9935
B 0.6680 -0.2327 0.7380
H 3.3202 2.5509 -3.7032
H -3.9977 -0.1907 2.6246
H 2.5268 2.1210 -2.1729
H -4.1828 0.8408 -4.2603
H 2.9552 -4.7546 -1.1302
H -0.9768 5.5274 0.0761
H 4.2464 1.7717 -2.4055
H 1.3480 -0.3978 -4.7651
H -4.3540 0.7476 -0.6828
H 4.9713 -0.1687 -3.8476
H 0.7905 0.8555 -3.6466
H 3.0567 1.4458 4.8084
H -1.6597 -3.2176 -1.8050
H 4.4600 -4.0756 -1.7883
H 1.1293 6.7477 0.6224
H 1.0659 5.5115 -1.4848
H -4.4898 1.6809 -2.7419
H 3.9317 -2.1444 -3.0191
H 2.6060 5.9003 1.0786
H -1.0088 3.7508 0.0940
H -1.0298 -0.8617 -3.2111
H -1.8521 1.9730 -4.4295
H -2.3583 2.8077 -2.9502
H -5.0118 0.8696 1.6142
H 4.1320 -4.0480 -0.0404
H 3.7589 3.0486 4.4710
H -3.3341 -3.3328 2.3497
H -5.1949 -5.6389 -1.9692
H 3.7848 -0.9948 -4.8819
H -0.8201 1.9430 -2.9847
H -2.6827 -1.4501 -3.4270
H -0.9174 4.6507 1.6175
H 2.6425 4.2582 2.7300
H -1.9516 -0.4065 -4.6602
H 4.1928 0.6915 -5.1780
H 0.8761 3.7461 -1.5046
H 4.5178 1.5674 3.8466
H -5.5280 -5.2955 0.4596
H -3.2847 -4.5658 -3.1357
H 1.7289 1.3050 -5.0862
H -4.6228 -0.0910 -2.8291
H -3.7821 1.5463 2.7093
H 1.2211 5.9499 2.1918
H 2.4444 4.4665 -1.0973
```

LUMO energy (spin up / spin down)   -1.0 / -1.8 eV
HOMO-LUMO gap (spin up / spin down)   6.7 / 6.2 eV
Calculated total energy   -3757.37199 a.u.
Spin multiplicity   2
Net charge   0
<S²>   1.232

Atomic partial charges in e from the Löwdin method, atoms 1 to 99: 0.96 0.82 0.76 0.83 -0.16 -0.08 -0.10 0.17 0.16 0.15 -0.04 0.08 -0.03 -0.01 0.19 0.20 0.02 0.20 -0.59 -0.26 -0.06 -0.19 -0.04 0.08 -0.25 -0.06 -0.22 -0.01 -0.54 -0.07 -0.27 0.08 -0.06 -0.04 -0.24 -0.19 -0.08 -0.04 -0.58 -0.24 -0.53 -0.56 -0.09 -0.04 -0.26 -0.55 0.07 -0.23 -0.04 -0.03 -0.20 -0.25 -0.54 -0.04 -0.04 -0.06 -0.05 -0.69 0.09 0.09 0.05 0.09 0.09 0.09 0.09 0.09 0.12 0.09 0.05 0.09 0.11 0.08 0.09 0.09 0.09 0.12 0.09 0.07 0.07 0.09 0.09 0.08 0.07 0.08 0.08 0.10 0.08 0.05 0.08 0.09 0.12 0.09 0.09 0.07 0.09 0.12 0.10 0.09 0.09